C7H13N | ωB97M-V/def2-TZVPD

Geometry as ORCA input:
```
! RIJCOSX wB97M-V def2-TZVPD def2/J DEFGRID3
* xyz 0 1
C -2.447 0.096 -0.124
C -0.202 1.947 -0.075
C -0.234 0.640 0.660
N -1.340 -0.081 0.813
H 0.484 0.519 1.466
H -2.855 1.105 -0.046
H -2.149 -0.090 -1.162
H -3.231 -0.612 0.137
H -0.629 1.865 -1.074
H 0.820 2.312 -0.165
H -0.781 2.700 0.472
C 2.602 -0.241 -0.019
C 1.276 -0.605 -0.643
C -0.263 -2.464 0.206
C 0.627 -1.754 -0.321
H 1.100 -0.209 -1.642
H 2.685 -0.651 0.989
H 3.445 -0.621 -0.602
H 2.720 0.846 0.046
H -1.070 -1.206 0.858
H -0.558 -3.496 0.224
*
```

Calculated values
LUMO level   0.96 eV
Relative energy (zero: lowest compared OMol25 entry of this formula, charge and spin)   91.1 kcal/mol
Total energy   -329.12624 Ha
Molar mass   111.19 g/mol

Now the Löwdin charges, all in e:
1. C -0.0987
2. C -0.0733
3. C -0.2209
4. N -0.1032
5. H 0.1195
6. H 0.0799
7. H 0.0872
8. H 0.0814
9. H 0.0765
10. H 0.0698
11. H 0.0871
12. C -0.1178
13. C -0.2463
14. C 0.0263
15. C -0.1907
16. H 0.1057
17. H 0.0767
18. H 0.0703
19. H 0.0599
20. H 0.0822
21. H 0.0284

=====

C7H13N | ωB97M-V/def2-TZVPD

Geometry as ORCA input:
```
! RIJCOSX wB97M-V def2-TZVPD def2/J DEFGRID3
* xyz 1 2
C -0.669 -1.580 3.166
C -0.493 -0.136 2.715
C -0.573 -0.069 1.193
C 0.547 0.111 0.527
N 0.689 -0.440 -0.768
C 1.153 0.260 -1.989
C -0.027 1.456 -3.846
C -0.045 0.984 -2.576
H -0.675 -1.531 4.270
H 0.247 -2.133 2.990
H -1.497 -2.193 2.828
H 0.386 0.346 3.117
H -1.339 0.366 3.206
H -1.518 -0.428 0.705
H 1.443 0.627 0.908
H -0.098 -1.017 -1.019
H 2.034 1.017 -1.847
H 1.414 -0.463 -2.760
H 0.764 1.423 -4.666
H -0.852 2.034 -4.219
H -0.893 1.367 -1.935
*
```

Calculated values
LUMO level (alpha / beta)   -3.25 / -7.24 eV
Relative energy (zero: lowest compared OMol25 entry of this formula, charge and spin)   40.9 kcal/mol
Total energy   -328.90310 Ha
<S²>   0.77
Molar mass   111.19 g/mol

Now the Löwdin charges, all in e:
1. C -0.0859
2. C -0.2153
3. C 0.0063
4. C -0.0514
5. N 0.0994
6. C -0.1615
7. C 0.0293
8. C -0.1728
9. H 0.0975
10. H 0.0778
11. H 0.0870
12. H 0.1166
13. H 0.1258
14. H 0.1622
15. H 0.1625
16. H 0.1410
17. H 0.1729
18. H 0.1271
19. H 0.1041
20. H 0.0555
21. H 0.1219

=====

C7H13N2 | ωB97M-V/def2-TZVPD

Geometry as ORCA input:
```
! RIJCOSX wB97M-V def2-TZVPD def2/J DEFGRID3
* xyz 1 1
C 1.853 -1.383 -2.592
C 0.613 -2.001 -3.044
C 1.513 -0.560 -1.528
C -0.426 -1.598 -2.239
C -2.035 -0.062 1.640
C -1.663 -0.628 0.326
C -0.422 -0.132 -0.221
N 0.167 -0.655 -1.277
N 1.801 2.417 1.398
H 2.736 -1.778 -2.956
H 0.593 -2.839 -3.767
H 2.010 0.230 -0.984
H -1.452 -1.807 -2.007
H -2.909 -0.579 1.825
H -1.237 -0.435 2.436
H -2.152 1.066 1.731
H -2.420 -0.517 -0.545
H -1.475 -1.765 0.338
H 0.245 0.536 0.371
H 2.530 2.607 0.650
H 1.850 1.347 1.457
H 2.308 2.801 2.231
*
```

Calculated values
LUMO level   -5.73 eV
Relative energy (zero: lowest compared OMol25 entry of this formula, charge and spin)   75.5 kcal/mol
Total energy   -383.69685 Ha
Molar mass   125.19 g/mol

Now the Löwdin charges, all in e:
1. C 0.0251
2. C -0.0024
3. C -0.0318
4. C 0.0280
5. C -0.0881
6. C -0.2378
7. C 0.0630
8. N -0.0711
9. N -0.0371
10. H 0.0965
11. H 0.1371
12. H 0.1250
13. H 0.1105
14. H 0.0499
15. H 0.1415
16. H 0.1236
17. H 0.1748
18. H 0.1788
19. H 0.1375
20. H 0.0312
21. H 0.0116
22. H 0.0343

=====

C7H13N2 | ωB97M-V/def2-TZVPD

Geometry as ORCA input:
```
! RIJCOSX wB97M-V def2-TZVPD def2/J DEFGRID3
* xyz 1 1
C -1.559 0.568 0.659
C -0.574 1.532 -0.076
C 0.599 0.569 -0.224
C 0.134 -0.527 -1.218
C -0.692 -1.484 -0.342
N -0.802 -0.722 0.918
C 0.527 -0.142 1.111
N 2.173 -0.576 0.764
C 2.134 0.600 -0.138
H -1.874 0.982 1.616
H -2.441 0.346 0.059
H -0.980 1.892 -1.018
H -0.324 2.389 0.547
H 0.966 -1.036 -1.700
H -0.467 -0.080 -2.009
H -1.675 -1.716 -0.751
H -0.172 -2.423 -0.138
H -1.205 -1.259 1.689
H 0.623 0.414 2.035
H 2.218 -1.452 0.256
H 2.660 0.476 -1.082
H 2.524 1.466 0.395
*
```

Calculated values
LUMO level   -3.07 eV
Relative energy (zero: lowest compared OMol25 entry of this formula, charge and spin)   72.1 kcal/mol
Total energy   -383.70234 Ha
Molar mass   125.19 g/mol
Structure (SMILES)   C1C[C@]23CC[N@H+]1[C@H]2NC3

Now the Löwdin charges, all in e:
1. C -0.0418
2. C -0.0572
3. C -0.3829
4. C -0.0634
5. C -0.0705
6. N -0.0358
7. C -0.1035
8. N 0.0948
9. C -0.1247
10. H 0.1413
11. H 0.1413
12. H 0.1242
13. H 0.1289
14. H 0.1272
15. H 0.1297
16. H 0.1404
17. H 0.1435
18. H 0.2074
19. H 0.1682
20. H 0.0840
21. H 0.1251
22. H 0.1239

=====

C7H13N2O2P | ωB97M-V/def2-TZVPD

Geometry as ORCA input:
```
! RIJCOSX wB97M-V def2-TZVPD def2/J DEFGRID3
* xyz 0 3
C -1.195 1.843 0.027
C -1.741 3.003 0.361
C 3.921 -1.604 0.653
C 0.197 1.767 -0.484
C 0.040 -0.657 -0.386
C -1.380 -0.538 0.191
C -2.316 -1.543 -0.359
N 2.819 -1.028 0.610
N 0.804 0.521 -0.020
O -1.988 0.756 -0.134
O -1.824 -2.907 -0.238
P 2.528 0.311 -0.474
H -2.809 3.122 0.700
H -1.181 3.859 0.433
H 3.992 -2.439 1.228
H 4.851 -1.297 0.116
H 0.050 1.643 -1.572
H 0.915 2.640 -0.305
H 0.414 -1.492 0.086
H -0.069 -0.887 -1.447
H -1.212 -0.479 1.213
H -2.385 -1.330 -1.363
H -3.322 -1.517 0.074
H -2.219 -3.105 0.631
H 3.108 1.357 0.458
*
```

Calculated values
LUMO level (alpha / beta)   0.72 / -2.56 eV
Relative energy (zero: lowest compared OMol25 entry of this formula, charge and spin)   26.6 kcal/mol
Total energy   -875.62329 Ha
<S²>   2.01
Molar mass   188.17 g/mol

Now the Löwdin charges, all in e:
1. C -0.3823
2. C 0.0843
3. C -0.2882
4. C -0.1990
5. C -0.2057
6. C -0.2531
7. C -0.1804
8. N -0.2431
9. N -0.3358
10. O -0.0137
11. O -0.0498
12. P 0.9551
13. H 0.0930
14. H 0.0269
15. H 0.0048
16. H 0.0612
17. H 0.1278
18. H 0.1412
19. H 0.0810
20. H 0.1351
21. H 0.1383
22. H 0.1029
23. H 0.1396
24. H 0.0945
25. H -0.0348

=====

C7H13N2OS | ωB97M-V/def2-TZVPD

Geometry as ORCA input:
```
! RIJCOSX wB97M-V def2-TZVPD def2/J DEFGRID3
* xyz 1 1
C -1.322 0.708 -2.679
C -1.766 -0.487 -2.995
C -0.516 0.728 -1.531
C -1.377 -0.092 1.256
C 1.197 0.715 2.080
C 2.145 -0.855 0.477
C -0.173 -0.568 0.538
N -0.589 -0.362 -0.835
N 1.016 0.057 0.744
O 0.276 1.766 -1.287
S -1.381 -1.639 -1.778
H -1.522 1.644 -3.173
H -2.260 -0.722 -3.912
H -1.488 1.004 1.214
H -1.384 -0.396 2.305
H -2.251 -0.589 0.844
H 1.147 -0.217 2.870
H 2.066 1.235 2.044
H 0.338 1.282 2.341
H 3.033 -0.415 0.874
H 1.869 -1.713 1.010
H 2.231 -1.031 -0.655
H -0.024 -1.698 0.711
H 0.734 1.644 -0.463
*
```

Calculated values
LUMO level   -3.98 eV
Relative energy (zero: lowest compared OMol25 entry of this formula, charge and spin)   41.5 kcal/mol
Total energy   -857.16441 Ha
Molar mass   173.26 g/mol

Now the Löwdin charges, all in e:
1. C -0.0672
2. C -0.3091
3. C -0.3725
4. C -0.0224
5. C -0.0053
6. C -0.0161
7. C -0.4806
8. N -0.2091
9. N -0.2575
10. O 0.1856
11. S 1.1525
12. H 0.1461
13. H 0.1008
14. H 0.1134
15. H 0.1039
16. H 0.0919
17. H 0.1626
18. H 0.0548
19. H 0.0648
20. H 0.0879
21. H 0.0674
22. H 0.1322
23. H 0.1745
24. H 0.1014

=====

C7H13N2P | ωB97M-V/def2-TZVPD

Geometry as ORCA input:
```
! RIJCOSX wB97M-V def2-TZVPD def2/J DEFGRID3
* xyz 0 1
C 1.231 0.150 -2.654
C 1.117 -0.235 -1.346
C -0.690 0.823 -2.021
C 1.075 2.362 1.457
C -1.751 -2.365 -0.074
C 0.682 0.962 2.017
C -0.942 -1.546 0.951
N 0.128 0.830 -3.078
N -0.102 0.232 -0.952
P -1.028 0.315 0.619
H 2.070 -0.110 -3.283
H 1.831 -0.722 -0.684
H -1.572 1.351 -1.822
H 0.124 2.815 1.120
H 1.584 2.941 2.170
H 1.615 2.198 0.539
H -1.456 -2.219 -1.178
H -1.478 -3.366 0.200
H -2.917 -2.227 0.316
H 0.265 1.110 3.039
H 1.434 0.288 1.778
H 0.174 -1.922 1.014
H -1.394 -1.665 1.872
*
```

Calculated values
LUMO level   0.77 eV
Relative energy (zero: lowest compared OMol25 entry of this formula, charge and spin)   5.1 kcal/mol
Total energy   -725.31098 Ha
Molar mass   156.17 g/mol

Now the Löwdin charges, all in e:
1. C -0.1827
2. C -0.1509
3. C -0.2538
4. C -0.1897
5. C -0.1866
6. C -0.2318
7. C -0.4987
8. N 0.0532
9. N -0.2972
10. P 1.0777
11. H 0.0930
12. H 0.1075
13. H 0.0760
14. H 0.0504
15. H 0.0419
16. H 0.0496
17. H 0.0871
18. H 0.0356
19. H 0.1282
20. H 0.0643
21. H 0.0042
22. H 0.1059
23. H 0.0167

=====

C7H13N3 | ωB97M-V/def2-TZVPD

Geometry as ORCA input:
```
! RIJCOSX wB97M-V def2-TZVPD def2/J DEFGRID3
* xyz 0 1
C -0.711 1.081 1.804
C -1.159 -0.044 1.182
C 0.661 0.590 -0.863
C -1.336 2.355 2.105
C -2.542 -0.504 1.748
C 0.527 -1.911 -1.297
C 2.810 -0.254 -1.957
N -0.719 -0.920 0.304
N 0.203 -0.659 -0.608
N 1.813 0.745 -1.580
H -0.688 3.179 1.649
H -2.259 2.469 1.525
H -1.156 2.605 3.181
H -2.494 -1.493 2.059
H -2.835 -0.006 2.645
H -3.312 -0.572 1.062
H -0.300 -2.113 -2.107
H 1.392 -1.994 -1.913
H 0.533 -2.700 -0.618
H 2.850 -1.292 -1.734
H 3.188 -0.211 -3.024
H 3.796 0.083 -1.424
H 1.737 1.566 -2.140
*
```

Calculated values
LUMO level (alpha / beta)   -0.18 / 0.33 eV
Relative energy (zero: lowest compared OMol25 entry of this formula, charge and spin)   181.1 kcal/mol
Total energy   -438.49572 Ha
Molar mass   139.20 g/mol

Now the Löwdin charges, all in e:
1. C 0.0135
2. C -0.3826
3. C -0.0565
4. C -0.1432
5. C -0.0239
6. C -0.0456
7. C -0.1321
8. N 0.0415
9. N -0.2029
10. N -0.0660
11. H 0.1093
12. H 0.0803
13. H 0.0929
14. H 0.0522
15. H 0.0658
16. H 0.0530
17. H 0.1289
18. H 0.0278
19. H 0.0588
20. H 0.0338
21. H 0.0946
22. H 0.1052
23. H 0.0952

=====

C7H13N3 | ωB97M-V/def2-TZVPD

Geometry as ORCA input:
```
! RIJCOSX wB97M-V def2-TZVPD def2/J DEFGRID3
* xyz 2 3
C 0.615 -1.218 -0.091
C -0.384 -0.359 -0.338
C 1.934 -0.786 0.091
C 1.193 1.393 -0.597
C -2.650 -1.254 -0.425
C -1.946 0.728 1.098
C -1.686 0.034 -0.366
N 2.211 0.577 -0.163
N 2.834 -1.613 0.484
N 1.377 2.635 -0.659
H 0.487 -2.297 -0.136
H -2.513 -1.859 0.390
H -2.301 -1.763 -1.289
H -3.714 -0.950 -0.550
H -2.971 0.400 1.409
H -1.938 1.765 1.027
H -1.213 0.404 1.767
H -1.808 0.908 -0.981
H 3.182 0.758 -0.297
H 2.664 -2.570 0.866
H 3.812 -1.298 0.473
H 0.530 3.197 -0.741
H 2.288 3.168 -0.971
*
```

Calculated values
LUMO level (alpha / beta)   -9.22 / -12.18 eV
Relative energy (zero: lowest compared OMol25 entry of this formula, charge and spin)   61.9 kcal/mol
Total energy   -437.91917 Ha
<S²>   2.01
Molar mass   139.20 g/mol

Now the Löwdin charges, all in e:
1. C 0.0175
2. C 0.0167
3. C -0.2730
4. C 0.0323
5. C 0.0252
6. C 0.0361
7. C -0.3097
8. N 0.1801
9. N 0.2769
10. N 0.2476
11. H 0.1506
12. H 0.0639
13. H 0.0762
14. H 0.1230
15. H 0.1206
16. H 0.0579
17. H 0.0626
18. H 0.1441
19. H 0.1736
20. H 0.2004
21. H 0.1711
22. H 0.1659
23. H 0.2403

=====

C7H13N3O | ωB97M-V/def2-TZVPD

Geometry as ORCA input:
```
! RIJCOSX wB97M-V def2-TZVPD def2/J DEFGRID3
* xyz 0 1
C -1.125 2.363 1.323
C -2.326 1.450 1.132
C -1.794 0.156 1.108
C -2.296 -0.896 0.390
N -1.297 -1.866 0.414
C -0.311 -1.336 1.191
N -0.563 -0.135 1.647
H -1.574 3.331 1.795
H -0.797 2.604 0.261
H -0.225 2.084 2.029
H -3.024 1.578 1.873
H -2.890 1.605 0.244
H -3.264 -1.174 0.127
H -1.337 -2.718 -0.109
H 0.624 -1.823 1.507
C 2.465 1.267 -1.262
C 2.227 -0.121 -1.861
N 2.552 -1.117 -0.900
O 1.797 -0.383 -2.958
H 3.258 1.687 -0.507
H 1.627 1.480 -0.617
H 2.306 2.043 -2.030
H 2.564 -2.024 -1.256
H 2.470 -1.081 0.096
*
```

Calculated values
LUMO level   0.73 eV
Relative energy (zero: lowest compared OMol25 entry of this formula, charge and spin)   48.4 kcal/mol
Total energy   -513.98578 Ha
Molar mass   155.20 g/mol
Structure (SMILES)   CCc1c[nH]cn1.CC(N)=O

Now the Löwdin charges, all in e:
1. C -0.1199
2. C -0.2436
3. C -0.3658
4. C -0.0353
5. N 0.0644
6. C -0.2188
7. N 0.0995
8. H 0.0886
9. H 0.0821
10. H 0.1011
11. H 0.0868
12. H 0.1143
13. H 0.0996
14. H 0.1405
15. H 0.1159
16. C -0.0317
17. C -0.5462
18. N 0.1315
19. O 0.0634
20. H 0.1190
21. H 0.0427
22. H 0.0778
23. H 0.0629
24. H 0.0714

=====

C7H13N3O4 | ωB97M-V/def2-TZVPD

Geometry as ORCA input:
```
! RIJCOSX wB97M-V def2-TZVPD def2/J DEFGRID3
* xyz 0 1
C -3.733 0.375 0.981
C -2.972 0.103 -0.299
N -3.496 -1.026 -1.054
C -1.514 -0.196 -0.015
O -1.183 -1.265 0.522
N -0.581 0.708 -0.391
C 0.787 0.535 0.055
C 1.581 -0.454 -0.804
C 2.301 -1.568 -0.110
N 1.574 -2.209 0.806
O 3.488 -1.804 -0.302
C 1.537 1.862 0.121
O 2.704 1.976 0.330
O 0.664 2.902 -0.055
H -3.475 1.343 1.457
H -3.698 -0.419 1.693
H -4.788 0.529 0.664
H -3.063 1.007 -0.953
H -3.067 -1.918 -0.695
H -4.500 -1.027 -0.893
H -0.898 1.646 -0.648
H 0.854 0.224 1.088
H 0.892 -0.900 -1.543
H 2.311 0.085 -1.389
H 0.569 -2.067 0.907
H 1.957 -2.991 1.348
H 1.115 3.754 -0.103
*
```

Calculated values
LUMO level   0.26 eV
Relative energy (zero: lowest compared OMol25 entry of this formula, charge and spin)   11.0 kcal/mol
Total energy   -739.82494 Ha
Molar mass   203.20 g/mol
Structure (SMILES)   C[C@H](N)C(=O)N[C@@H](CC(N)=O)C(=O)O

Now the Löwdin charges, all in e:
1. C -0.0559
2. C -0.4004
3. N 0.0405
4. C -0.4193
5. O 0.0347
6. N 0.1250
7. C -0.2013
8. C -0.0412
9. C -0.5574
10. N 0.1681
11. O 0.0425
12. C -0.4505
13. O 0.1576
14. O 0.0923
15. H 0.0896
16. H 0.0735
17. H 0.0871
18. H 0.1430
19. H 0.0993
20. H 0.0685
21. H 0.1461
22. H 0.1594
23. H 0.1448
24. H 0.1221
25. H 0.0715
26. H 0.1293
27. H 0.1312